[1]
Formula: C2H6N5
Source: the OMol25 dataset
Level of theory: ωB97M-V/def2-TZVPD

Last column: natural (NBO) charge in e.
Geometry (Å):
1 N 0.67 1.28 0.06  -0.27
2 N 1.97 -0.56 -0.15  -0.64
3 N -0.85 -1.70 0.04  -0.63
4 N -0.50 0.71 -0.10  0.08
5 N -1.54 1.51 -0.09  -0.54
6 C -0.63 -0.57 -0.52  0.45
7 C 1.86 0.69 -0.07  0.24
8 H -1.18 2.47 -0.18  0.44
9 H -0.74 -2.61 -0.35  0.45
10 H -2.28 1.05 -0.60  0.41
11 H 2.77 -1.10 -0.41  0.40
12 H -1.18 -1.64 1.03  0.42
13 H 2.63 1.38 -0.02  0.20

Summary:
Multiplicity: 1
DFT total energy (eV): -9609.5787
Relative energy (zero: lowest compared OMol25 entry of this formula, charge and spin) (kcal per mole): 125.4
E_HOMO (spin up / spin down) (Eh): -0.514 / -0.514
Net charge: +1
Kohn-Sham gap (spin up / spin down) (eV): 8.488 / 8.489

---

[2]
Formula: C4H9N3O
Source: the OMol25 dataset
Level of theory: ωB97M-V/def2-TZVPD

Last column: natural (NBO) charge in e.
Geometry (Å):
1 O -0.23 2.61 0.07  -0.53
2 N 1.42 -0.60 0.28  -0.46
3 N -0.04 1.19 -0.16  -0.19
4 N -1.61 -0.64 -0.44  -0.51
5 C 2.80 -1.13 -0.07  -0.49
6 C 1.33 0.73 0.01  0.24
7 C -2.80 -1.07 0.09  -0.37
8 C -1.20 0.58 -0.02  0.28
9 H 3.33 -0.73 -1.40  0.20
10 H 3.63 -0.62 0.87  0.20
11 H -2.42 -2.60 0.09  0.20
12 H -1.84 1.45 0.70  0.17
13 H 0.57 3.07 -0.75  0.47
14 H -3.60 -0.54 1.56  0.13
15 H 1.80 1.78 0.05  0.19
16 H 2.66 -2.54 0.07  0.25
17 H -3.78 -0.96 -0.96  0.20

Summary:
Multiplicity: 1
DFT total energy (eV): -10796.3614
Relative energy (zero: lowest compared OMol25 entry of this formula, charge and spin) (kcal per mole): 371.3
E_HOMO (Eh): -0.304
Net charge: 0
Kohn-Sham gap (eV): 7.972

---

[3]
Formula: C5H6O2
Source: the OMol25 dataset
Level of theory: ωB97M-V/def2-TZVPD

Last column: natural (NBO) charge in e.
Geometry (Å):
1 O -0.02 -1.37 0.53  -0.51
2 O 2.30 -0.48 -1.02  -0.53
3 C 0.30 0.93 0.34  -0.33
4 C -0.98 0.58 -0.53  -0.45
5 C 0.95 -0.04 -0.81  0.55
6 C 0.41 -0.24 1.37  -0.09
7 C -0.32 -0.82 -0.79  -0.05
8 H 1.34 -0.45 1.90  0.23
9 H -0.61 -0.51 2.20  0.19
10 H -0.87 -1.57 -1.50  0.25
11 H -0.94 1.20 -1.50  0.22
12 H 0.52 2.11 0.28  0.28
13 H -2.08 0.66 -0.48  0.24

Summary:
Multiplicity: 1
DFT total energy (eV): -9370.6644
Relative energy (zero: lowest compared OMol25 entry of this formula, charge and spin) (kcal per mole): 148.3
E_HOMO (Eh): -0.348
Net charge: 0
Kohn-Sham gap (eV): 9.186

---

[4]
Formula: C5H11NO
Source: the OMol25 dataset
Level of theory: ωB97M-V/def2-TZVPD

Last column: Mulliken spin population.
Geometry (Å):
1 O 1.59 -2.69 -2.07  -0.31
2 N 0.44 -0.69 -0.97  -0.42
3 C -0.02 2.85 1.80  0.32
4 C -0.38 -0.79 0.29  0.35
5 C -0.95 0.67 0.61  1.46
6 C 0.41 -1.82 -1.88  0.87
7 C -0.02 1.52 1.51  -0.07
8 H 0.42 0.28 -1.38  -0.09
9 H -2.01 0.69 0.96  -0.28
10 H -0.75 3.51 1.26  -0.27
11 H -0.89 1.20 -0.32  0.09
12 H 0.34 -1.12 1.11  0.18
13 H 0.61 1.00 2.24  0.14
14 H 0.34 3.16 2.67  -0.04
15 H 0.22 -1.48 -2.93  -0.05
16 H -0.42 -2.41 -1.56  -0.02
17 H 2.43 -2.49 -1.60  0.07
18 H -1.35 -1.39 0.26  -0.94

Summary:
Multiplicity: 2
DFT total energy (eV): -8896.9663
Relative energy (zero: lowest compared OMol25 entry of this formula, charge and spin) (kcal per mole): 73.7
E_HOMO (spin up / spin down) (Eh): 0.050 / -0.202
Net charge: -1
<S²>: 0.751
Kohn-Sham gap (spin up / spin down) (eV): 2.426 / 9.356

---

[5]
Formula: C45H43FGeN4O6PdS
Source: the OMol25 dataset
Level of theory: ωB97M-V/def2-TZVPD

Last column: Mulliken spin population.
Geometry (Å):
1 Pd 0.16 0.16 0.32  1.25
2 Ge 1.22 -2.07 0.74  0.00
3 S 1.21 1.14 2.42  0.27
4 F -6.73 -3.91 2.42  0.01
5 O -4.84 3.97 0.02  0.00
6 O 6.86 -0.04 -0.32  0.00
7 O 3.35 7.55 2.00  0.00
8 O -2.52 1.35 2.85  0.00
9 O -0.96 1.68 -1.34  0.03
10 O 2.80 7.32 -0.12  0.00
11 N 5.68 0.97 1.32  0.00
12 N -1.58 1.65 0.79  0.02
13 N 2.18 0.35 -0.90  0.12
14 N -3.61 2.70 1.42  0.00
15 C -4.45 -2.49 0.02  0.17
16 C -0.02 -3.43 1.46  0.11
17 C -1.27 -5.52 1.33  -0.01
18 C 4.66 0.01 -2.08  0.00
19 C 2.91 6.83 1.14  0.00
20 C -1.74 -5.33 2.63  0.02
21 C -2.53 1.86 1.75  -0.01
22 C 3.34 -3.28 -0.86  -0.01
23 C 1.31 -3.03 -2.11  0.03
24 C 1.96 4.59 0.38  0.01
25 C -3.84 3.31 0.22  0.00
26 C -3.39 2.86 -2.18  0.00
27 C 4.00 -3.77 -2.01  0.00
28 C 2.55 4.93 2.67  0.01
29 C 1.96 -3.52 -3.27  -0.01
30 C 3.33 -3.88 -3.19  0.01
31 C 2.02 -2.90 -0.87  0.01
32 C 1.24 -3.62 -4.49  0.00
33 C -0.41 -4.58 0.76  0.03
34 C 4.55 0.30 -0.73  -0.01
35 C 2.16 3.64 2.96  -0.03
36 C -4.77 -2.65 2.78  -0.08
37 C -2.37 -1.22 0.32  0.41
38 C 5.80 0.38 0.10  0.00
39 C 1.57 3.29 0.66  0.05
40 C 2.28 0.09 -2.20  0.01
41 C -5.67 -3.24 1.91  0.18
42 C -0.52 -3.26 2.75  0.06
43 C -5.54 -3.16 0.53  -0.07
44 C -0.08 -3.26 -4.56  0.00
45 C -2.75 3.17 -0.82  0.00
46 C -1.73 2.11 -0.45  0.01
47 C 2.65 -2.13 2.08  0.01
48 C 1.66 2.77 1.96  -0.03
49 C -4.09 1.51 -2.23  0.01
50 C 2.46 5.43 1.37  0.00
51 C -2.00 4.53 -0.90  0.00
52 C -0.06 -2.67 -2.22  -0.06
53 C -3.48 -1.89 0.86  0.25
54 C 3.50 -0.10 -2.83  0.02
55 C -0.74 -2.77 -3.40  0.01
56 C 3.29 0.45 -0.18  -0.09
57 C -1.52 5.08 0.44  0.00
58 C -3.68 -1.98 2.25  0.15
59 C -1.36 -4.20 3.34  -0.02
60 H -2.40 -6.06 3.07  0.00
61 H -4.10 3.66 -2.38  0.00
62 H -2.31 -1.03 -0.75  0.08
63 H 4.80 1.30 1.68  0.00
64 H -2.98 -1.48 2.91  0.02
65 H -2.36 5.33 1.09  0.00
66 H 1.16 2.67 -0.13  -0.01
67 H -4.87 1.44 -1.46  0.00
68 H 3.13 0.62 0.88  -0.02
69 H -6.28 -3.63 -0.10  0.00
70 H -1.78 -2.49 -3.46  0.00
71 H -1.15 4.37 -1.57  0.00
72 H -1.73 -4.05 4.35  0.00
73 H -0.94 6.00 0.28  0.00
74 H -4.32 -2.41 -1.06  0.02
75 H -0.05 -4.75 -0.25  0.00
76 H -1.58 -0.83 0.96  -0.05
77 H 2.42 6.64 -0.70  0.00
78 H -0.62 -3.35 -5.49  0.00
79 H 1.85 4.91 -0.65  0.00
80 H -4.57 1.37 -3.20  0.00
81 H -2.68 5.24 -1.37  0.00
82 H 3.61 -1.75 1.72  0.00
83 H 2.77 -3.16 2.41  0.01
84 H -0.87 4.38 0.97  0.00
85 H 3.53 -0.33 -3.89  0.00
86 H 3.83 -4.26 -4.08  0.00
87 H 5.05 -4.05 -1.95  0.00
88 H -1.56 -6.40 0.77  0.00
89 H -0.57 -2.30 -1.33  0.14
90 H 1.34 0.01 -2.74  -0.01
91 H -4.94 -2.71 3.84  0.00
92 H -0.25 -2.37 3.32  0.00
93 H -3.38 0.70 -2.09  -0.01
94 H 2.92 5.58 3.45  0.00
95 H 6.48 0.97 1.92  0.00
96 H 2.36 -1.52 2.94  0.00
97 H 5.64 -0.14 -2.51  0.00
98 H 1.75 -4.00 -5.36  0.00
99 H -2.59 2.90 -2.93  0.00
100 H 3.92 -3.18 0.06  0.00
101 H 2.22 3.27 3.98  0.00
102 H -4.32 2.80 2.14  0.00

Summary:
Multiplicity: 4
DFT total energy (eV): -139161.6913
Relative energy (zero: lowest compared OMol25 entry of this formula, charge and spin) (kcal per mole): 0.0
E_HOMO (spin up / spin down) (Eh): -0.159 / -0.189
Net charge: -1
<S²>: 3.795
Kohn-Sham gap (spin up / spin down) (eV): 6.545 / 6.780

---

[6]
Formula: C23H25ClO2PSn
Source: the OMol25 dataset
Level of theory: ωB97M-V/def2-TZVPD

Last column: natural (NBO) charge in e.
Geometry (Å):
1 Sn 0.19 0.01 -0.03  0.98
2 Cl 1.78 0.22 1.69  -0.32
3 P 0.79 2.16 -1.14  1.03
4 O -0.60 -1.87 0.87  -0.61
5 O -2.27 1.45 1.85  -0.28
6 C 0.22 -3.93 1.53  -0.42
7 C -1.43 2.93 -5.02  -0.12
8 C -0.90 5.30 0.79  -0.05
9 C -1.54 0.96 1.12  0.60
10 C 4.48 3.27 -2.15  -0.18
11 C 0.24 -2.95 0.34  -0.07
12 C 5.24 2.10 -2.07  -0.11
13 C -0.11 2.36 -2.66  -0.37
14 C 0.48 3.52 -0.02  -0.19
15 C -1.35 1.77 -2.90  -0.23
16 C 3.31 0.86 -1.34  -0.11
17 C -0.65 -1.88 2.34  -0.08
18 C 0.49 3.23 -3.59  -0.12
19 C 0.17 5.75 1.55  0.04
20 C 3.14 3.25 -1.82  -0.20
21 C 0.38 -2.96 2.71  -0.43
22 C 4.65 0.89 -1.66  -0.19
23 C -2.01 2.05 -4.08  -0.17
24 C 2.56 2.03 -1.44  -0.44
25 C -0.19 3.50 -4.77  -0.19
26 C 1.55 3.93 0.78  -0.16
27 C 1.40 5.07 1.55  -0.17
28 C -0.77 4.16 -0.01  -0.25
29 H 6.30 2.12 -2.33  0.27
30 H 0.28 4.17 -5.48  0.26
31 H 0.07 6.65 2.17  0.28
32 H 0.98 -4.67 1.43  0.27
33 H 2.54 4.16 -1.86  0.22
34 H 1.39 -2.51 2.67  0.22
35 H -1.71 -2.14 2.55  0.23
36 H 1.45 3.66 -3.39  0.22
37 H 4.92 4.21 -2.47  0.26
38 H -1.09 -0.31 -1.29  0.13
39 H 2.85 -0.08 -0.99  0.20
40 H 1.12 -0.87 -1.18  0.03
41 H -0.41 -0.87 2.74  0.20
42 H -0.17 -3.29 -0.62  0.24
43 H 0.17 -3.36 3.66  0.27
44 H 2.50 3.38 0.75  0.28
45 H -0.80 -4.36 1.55  0.24
46 H -1.85 5.82 0.80  0.27
47 H -1.95 3.15 -5.94  0.27
48 H -1.80 1.07 -2.18  0.20
49 H -1.60 3.79 -0.62  0.26
50 H 5.25 -0.01 -1.59  0.26
51 H -2.98 1.61 -4.28  0.26
52 H 1.28 -2.54 0.20  0.18
53 H 2.24 5.42 2.13  0.28

Summary:
Multiplicity: 1
DFT total energy (eV): -55960.2439
Relative energy (zero: lowest compared OMol25 entry of this formula, charge and spin) (kcal per mole): 1.2
E_HOMO (spin up / spin down) (Eh): -0.665 / -0.666
Net charge: +3
Kohn-Sham gap (spin up / spin down) (eV): 4.061 / 4.464

---

Per-record largest force on an atom, hartree/bohr: 0.07959, 0.12992, 0.20999, 0.12632, 0.03158, 0.09066